C14H11ClN4O3 | ωB97M-V/def2-TZVPD

Output
relative energy (zero: lowest compared OMol25 entry of this formula, charge and spin) = 146.44 kJ/mol
highest occupied orbital energy = -6.9 eV
SMILES string = Cn1c2[n+]([O-])c3ccc(Cl)cc3c(=O)c-2c2n1C(=O)NCC2
Kohn-Sham gap = 6.114 eV
net charge = 0

CARTESIAN COORDINATES (ANGSTROEM)
Cl: -5.1711 -3.2296 -2.0790
O: 3.8090 1.7779 1.2424
O: -1.8215 -1.1501 1.6055
O: 0.3855 0.2442 -3.0634
N: 2.4251 1.6810 2.9896
N: 1.6405 1.2233 0.8494
N: -0.1000 -0.0666 -2.0455
N: 1.5703 1.0200 -0.5725
C: 2.6338 1.6394 1.6668
C: -0.2504 0.0490 0.3849
C: -1.7376 -1.3945 -3.2894
C: -1.4117 -0.8453 0.4838
C: -1.9178 -1.3454 -0.7858
C: 0.2507 0.5498 2.8723
C: 1.1681 1.3751 3.5861
C: 0.4178 0.3236 -0.9214
C: -3.1114 -2.0468 -0.8066
C: -2.8621 -2.1727 -3.1599
C: 2.6551 1.3829 -1.4127
C: -3.6158 -2.4284 -2.0275
C: 0.4961 0.6988 1.4120
C: -1.2456 -0.9317 -2.0447
H: 0.3703 -0.4848 3.1744
H: -1.3668 -1.0911 -4.2576
H: 3.3107 1.7676 3.5383
H: -3.5791 -2.2042 0.1648
H: -0.7730 0.9500 3.1137
H: 1.4897 0.9174 4.4824
H: -3.2772 -2.7267 -3.9888
H: 3.1770 2.3310 -1.3260
H: 0.6666 2.3815 3.7411
H: 2.3881 1.1754 -2.4154
H: 3.3868 0.6302 -1.1114

Atoms 1-3, force components in eV/Å:
Cl 0.508 0.075 -0.269
O -2.136 0.309 0.188
O -0.488 -0.129 -0.583

C22H42NP3SW | ωB97M-V/def2-TZVPD

Output
spin multiplicity = 3
relative energy (zero: lowest compared OMol25 entry of this formula, charge and spin) = 34.84 kJ/mol
highest occupied orbital energy (spin up / spin down) = -19.9 / -20.0 eV
Kohn-Sham gap (spin up / spin down) = 6.087 / 4.852 eV
net charge = +4

CARTESIAN COORDINATES (ANGSTROEM)
W: 0.0787 0.5224 0.9227
S: 1.2130 -0.0746 -1.0794
P: -1.5745 0.6996 2.7097
P: 1.8711 1.8373 1.6535
P: -1.1536 2.2540 -0.3266
N: 0.3565 -1.4846 1.7036
C: -0.4038 -2.9409 -4.2461
C: 1.8799 -3.0636 -6.9453
C: 0.2930 -3.8299 1.2387
C: -0.8812 -1.3515 -2.5031
C: 0.9685 -2.7838 -4.0224
C: -2.9784 2.1147 -0.4677
C: 1.1068 -1.7375 2.8197
C: -1.3292 -2.2238 -3.4901
C: 1.1425 -4.0982 2.3136
C: 0.4963 -1.1739 -2.2871
C: 1.4283 -1.8718 -3.0822
C: -0.6993 2.4365 -2.0976
C: 3.2845 0.8544 2.2383
C: 2.6626 2.8488 0.3649
C: -2.2762 2.3383 3.1636
C: -1.1535 0.0843 4.3821
C: 1.5452 3.0036 3.0092
C: -0.9639 3.9876 0.2386
C: 0.6586 -3.6119 -6.9870
C: -0.1692 -2.5400 1.0203
C: -3.0783 -0.2861 2.3597
C: 1.5206 -3.0334 3.1278
H: 2.0981 -2.0841 -7.3788
H: 2.4965 -1.6772 -2.9462
H: 4.1487 1.5285 2.3308
H: 1.9778 3.5873 -0.0655
H: -1.3850 3.1743 -2.5371
H: -3.2798 1.1034 -0.7733
H: 1.6820 -3.3215 -4.6497
H: -0.9931 -1.0036 4.3708
H: -2.8299 -1.3540 2.3535
H: -1.4791 3.0464 3.4183
H: -3.8101 -0.0862 3.1603
H: 1.3737 -0.8886 3.4575
H: 3.0463 2.2033 -0.4359
H: 0.8832 3.8064 2.6651
H: 3.5018 3.3643 0.8504
H: -2.3935 -2.3411 -3.6750
H: -0.9245 -2.3107 0.2624
H: 0.0641 4.3312 0.0710
H: 0.4820 -4.6399 -6.6416
H: -3.5149 -0.0180 1.3897
H: -1.6484 4.5944 -0.3743
H: 1.0896 2.5052 3.8756
H: -1.9958 0.3169 5.0530
H: -2.8907 2.7574 2.3574
H: 2.5098 3.4359 3.3146
H: -3.4918 2.3741 0.4673
H: -0.8139 1.4863 -2.6333
H: -0.0320 -4.6081 0.5453
H: 2.7308 -3.6295 -6.5458
H: -0.8036 0.2556 -0.5219
H: 0.3356 2.7822 -2.2277
H: 3.5246 0.0568 1.5279
H: -3.2946 2.8226 -1.2486
H: -2.9127 2.2075 4.0546
H: -0.2504 0.5740 4.7660
H: -0.1991 -3.1110 -7.4511
H: 2.1431 -3.1485 4.0083
H: 3.0697 0.4134 3.2186
H: 1.5016 -5.1049 2.5127
H: -1.5985 -0.8032 -1.8992
H: -1.2250 4.1224 1.2946
H: -0.7374 -3.5960 -5.0522

Atoms 1-3, force components in eV/Å:
W -1.146 -4.376 -3.234
S 1.166 -0.111 0.320
P -2.111 0.530 2.423

C35H51Cl5N8O2PSn | ωB97M-V/def2-TZVPD

Output
relative energy (zero: lowest compared OMol25 entry of this formula, charge and spin) = 2633.16 kJ/mol
highest occupied orbital energy = -8.3 eV
Kohn-Sham gap = 5.754 eV
net charge = +1

CARTESIAN COORDINATES (ANGSTROEM)
Sn: 0.5136 -1.2531 -0.0007
Cl: -5.8883 2.8398 1.5025
Cl: -1.8394 -1.8854 -0.9034
Cl: -2.5617 2.6701 1.2469
Cl: -7.3230 0.0999 0.0981
Cl: -4.8568 -1.9536 -1.2159
P: 2.4106 0.1073 1.7903
O: 0.1821 2.8375 -1.4482
O: -0.1144 0.8457 -0.5263
N: 3.8924 5.5310 -0.3498
N: 1.6921 5.3311 0.3507
N: -0.1675 -3.2469 -4.9437
N: 1.6517 -0.3704 -2.0774
N: -1.0155 -4.4309 -1.3962
N: -0.9033 -1.5990 -3.5012
N: 2.4010 4.1487 -1.4599
N: -0.9617 -1.7089 2.1519
C: -4.2204 -2.9983 2.8453
C: -1.4702 -3.3670 -1.0088
C: -2.5340 -4.7848 2.2392
C: 4.7818 -0.3896 0.4558
C: 1.9743 1.6527 -3.4430
C: 4.5612 1.8810 1.4408
C: -0.6100 -4.1640 -2.8111
C: -3.3213 0.2812 -0.0049
C: -2.7559 -3.4308 2.9293
C: 2.3432 1.5224 4.3527
C: 2.3858 -1.5818 2.5555
C: -0.6226 -2.9956 -3.6829
C: 0.1830 0.8262 3.2285
C: -1.3871 -1.5328 -2.2664
C: -3.6664 1.4965 0.6586
C: 2.5302 -3.9732 2.1118
C: 4.2853 0.3937 1.6842
C: -4.6513 -0.3807 -0.3193
C: 1.6261 1.3055 3.0198
C: 5.0315 -0.0931 2.9262
C: 2.3285 3.1356 -3.6388
C: 1.4856 2.6521 2.2802
C: -5.0246 1.5668 0.7619
C: -2.3186 -3.5231 4.4067
C: 2.6688 5.0019 -0.5051
C: 1.7295 1.1026 -2.0284
C: 1.9719 -1.8890 3.8511
C: 2.6800 -2.6565 1.7046
C: 0.4862 1.6373 -1.3045
C: -1.8227 -2.4477 2.3489
C: 3.2437 3.7578 -2.5825
C: -5.6383 0.4045 0.1576
C: 1.8216 -3.2057 4.2645
C: 2.0809 -4.2518 3.3936
C: -2.3293 -0.5420 -0.3743
H: 1.7716 -1.1054 4.5638
H: 2.6153 0.5983 4.8561
H: 4.3857 2.4734 2.3374
H: -3.1404 -2.1738 -1.0944
H: -0.2173 -5.0489 -3.2866
H: 4.8064 -1.1378 3.1352
H: 2.4318 3.1801 2.1832
H: 3.2557 2.1062 4.2246
H: 0.8961 -0.6432 -2.7257
H: -4.5843 -3.0388 1.8173
H: 4.0151 3.0498 -2.2586
H: -2.9298 -4.2772 4.9031
H: 1.4377 3.7228 -1.4847
H: 2.5624 1.3545 -1.3568
H: 4.1090 -0.2622 -0.3970
H: -0.1225 -4.1940 -5.2702
H: 4.6089 5.3458 -1.0289
H: 4.8651 -1.4532 0.6720
H: 1.4123 3.7258 -3.6670
H: 1.0795 1.4482 -4.0355
H: 3.7424 4.6337 -3.0056
H: -2.4619 -2.5691 4.9140
H: -0.3217 -2.5225 -5.6239
H: 1.0547 2.4934 1.2873
H: 1.6831 2.0841 5.0184
H: 0.7934 4.8795 0.2660
H: 4.0540 6.2757 0.3043
H: -3.1214 -5.5479 2.7482
H: -2.8408 -4.7427 1.1926
H: 0.7960 3.2870 2.8431
H: -1.7972 -2.0976 0.3286
H: 1.9513 -5.2776 3.7128
H: -4.3615 -1.9855 3.2230
H: 1.5024 -3.4094 5.2788
H: 2.7650 -4.7750 1.4241
H: 2.7880 1.0524 -3.8599
H: 5.6091 2.0120 1.1602
H: -0.3572 1.5751 3.8126
H: -1.4793 -5.0622 2.2623
H: 1.8564 5.9181 1.1477
H: -1.2701 -3.8112 4.4822
H: 0.1141 -0.1265 3.7428
H: 3.9380 2.2762 0.6319
H: 3.0528 -2.4608 0.7062
H: 5.7742 -0.0353 0.1691
H: 2.8054 3.2316 -4.6140
H: 4.7763 0.4926 3.8078
H: 2.5139 -0.7493 -2.4548
H: -4.8177 -3.6858 3.4432
H: 6.1085 -0.0050 2.7594
H: -0.3237 0.7329 2.2668

Atoms 1-3, force components in eV/Å:
Sn 0.207 1.537 -0.979
Cl -0.077 -0.049 -0.052
Cl -4.979 2.449 -0.661

Largest force on an atom, record by record: 10.248; 5.560; 7.553 eV/Å
Electronic energy, record by record: -1444.885022; -2405.977910; -4808.359425 a.u.
Molecular weight, record by record: 318.72; 629.41; 942.80 g mol⁻¹